[1]
# C28H33AsN2O10P2Pd

A molecular structure, C28H33AsN2O10P2Pd (ωB97M-V/def2-TZVPD, the OMol25 dataset).

## Properties
Highest occupied orbital energy: -2.000 eV
Relative energy (zero: lowest compared OMol25 entry of this formula, charge and spin): 23.35 kcal per mole
Total charge: -2

The geometry in XYZ format:
```
77
Properties=species:S:1:pos:R:3:lowdin_charge:R:1
Pd 0.53 -0.27 -0.40 0.35
C 0.14 3.45 3.49 -0.09
C -0.96 2.68 2.76 -0.58
O -2.21 3.01 3.38 -0.08
P -0.63 0.89 2.88 0.45
O -1.40 0.41 4.20 -0.12
O -1.47 0.19 1.72 -0.17
O 0.81 0.54 2.87 -0.30
P -1.02 3.18 0.95 0.32
O -2.62 2.88 0.68 -0.18
O -0.83 4.64 0.90 -0.32
O -0.24 2.20 0.12 -0.33
H 0.11 3.24 4.56 0.08
H -0.02 4.51 3.31 0.07
H 1.12 3.16 3.11 0.06
H -2.86 3.02 2.67 0.06
H -1.38 -0.55 4.25 0.08
H -0.87 0.21 0.94 0.00
H -2.72 1.95 0.45 0.04
C 7.98 -1.32 -0.21 -0.13
C 7.51 -0.24 0.53 -0.11
C 6.14 -0.03 0.68 -0.12
C 5.21 -0.90 0.11 -0.38
C 5.70 -1.98 -0.62 -0.13
C 7.06 -2.20 -0.77 -0.11
As 3.26 -0.69 0.47 1.31
C 3.15 1.24 0.15 -0.40
C 3.41 2.07 1.24 -0.16
C 3.27 3.44 1.13 -0.11
C 2.84 4.01 -0.06 -0.10
C 2.55 3.19 -1.14 -0.09
C 2.70 1.81 -1.03 -0.13
C 2.59 -1.45 -1.19 -0.47
C 1.45 -2.26 -1.10 -0.22
C 0.83 -2.75 -2.26 -0.10
C 1.37 -2.47 -3.50 -0.10
C 2.52 -1.68 -3.60 -0.11
C 3.11 -1.16 -2.47 -0.15
H 9.04 -1.48 -0.33 0.09
H 8.21 0.46 0.98 0.09
H 5.81 0.83 1.25 0.08
H 5.00 -2.68 -1.07 0.09
H 7.40 -3.05 -1.35 0.09
H 3.65 1.64 2.21 0.09
H 3.43 4.07 2.00 0.09
H 2.68 5.08 -0.13 0.10
H 2.14 3.61 -2.05 0.10
H 2.39 1.18 -1.86 0.08
H 1.07 -2.58 -0.13 0.09
H -0.10 -3.30 -2.15 0.09
H 0.88 -2.84 -4.39 0.09
H 2.93 -1.45 -4.58 0.09
H 3.98 -0.52 -2.56 0.10
C -4.83 -0.76 1.78 -0.07
C -5.51 -1.64 0.73 -0.19
C -4.71 -1.69 -0.57 -0.31
C -5.40 -2.60 -1.63 -0.17
C -6.85 -2.27 -1.97 -0.10
C -4.63 -0.29 -1.16 -0.44
O -5.59 0.46 -1.23 0.05
N -3.42 0.04 -1.67 0.20
C -2.27 -0.80 -1.70 -0.57
O -1.33 -0.37 -2.38 -0.01
N -2.23 -1.93 -0.98 0.17
C -3.33 -2.35 -0.33 -0.49
O -3.33 -3.33 0.42 0.01
H -5.33 -0.85 2.75 0.07
H -4.86 0.29 1.49 0.08
H -3.79 -1.04 1.92 0.06
H -6.51 -1.26 0.52 0.10
H -5.60 -2.66 1.09 0.11
H -5.33 -3.62 -1.22 0.12
H -4.79 -2.60 -2.54 0.12
H -7.52 -2.50 -1.14 0.07
H -7.17 -2.86 -2.83 0.06
H -6.97 -1.22 -2.21 0.06
H -3.33 0.93 -2.15 0.16
```


[2]
# C28H33BF6LaN11O4S4Si

A molecular structure, C28H33BF6LaN11O4S4Si (ωB97M-V/def2-TZVPD, the OMol25 dataset).

## Properties
Highest occupied orbital energy: -7.239 eV
Relative energy (zero: lowest compared OMol25 entry of this formula, charge and spin): 10.19 kcal per mole

The geometry in XYZ format:
```
89
Properties=species:S:1:pos:R:3:lowdin_charge:R:1
La 0.12 -0.13 0.28 1.80
C -3.20 -2.86 2.18 -0.05
C -2.56 -1.63 2.02 -0.22
N -1.84 -1.62 0.90 -0.13
N -2.00 -2.83 0.33 -0.03
C -2.81 -3.59 1.08 -0.07
B -1.31 -3.21 -0.99 -0.51
N -1.57 -2.08 -2.01 -0.03
C -2.18 -2.19 -3.19 -0.07
C -2.23 -0.94 -3.78 -0.05
C -1.60 -0.10 -2.85 -0.16
N -1.21 -0.80 -1.78 -0.07
N 0.22 -3.34 -0.79 -0.03
C 0.95 -4.47 -0.81 -0.07
C 2.29 -4.12 -0.67 -0.05
C 2.27 -2.73 -0.57 -0.15
N 1.03 -2.27 -0.64 -0.10
H -3.86 -3.16 2.98 0.09
H -2.60 -0.76 2.66 0.08
H -3.05 -4.60 0.80 0.12
H -1.75 -4.25 -1.40 0.12
H -2.54 -3.14 -3.55 0.12
H -2.64 -0.67 -4.74 0.09
H -1.41 0.95 -2.92 0.09
H 0.49 -5.43 -0.92 0.12
H 3.14 -4.78 -0.65 0.09
H 3.11 -2.06 -0.45 0.11
F 4.20 1.28 -2.96 0.15
C 3.29 2.22 -2.72 -0.67
F 3.56 2.80 -1.55 0.13
F 3.32 3.13 -3.67 0.16
S 1.61 1.40 -2.64 0.60
O 1.71 0.63 -1.41 -0.46
O 1.47 0.70 -3.87 -0.23
N 0.60 2.60 -2.52 -0.27
S 0.29 3.21 -1.10 0.61
O 1.19 4.22 -0.64 -0.23
O -0.13 2.22 -0.14 -0.53
C -1.28 4.09 -1.55 -0.66
F -1.82 4.60 -0.45 0.14
F -2.14 3.22 -2.10 0.11
F -1.05 5.08 -2.41 0.16
C 2.32 -2.39 5.86 -0.19
Si 3.53 -2.66 4.44 0.52
C 3.24 -4.32 3.59 -0.18
C 5.25 -2.72 5.22 -0.20
C 3.56 -1.26 3.17 -0.25
C 4.71 -0.56 2.87 -0.08
C 4.71 0.46 1.91 -0.07
C 3.52 0.74 1.28 -0.14
N 2.38 0.08 1.52 -0.11
C 2.38 -0.91 2.45 -0.77
S 0.88 -1.72 2.69 0.58
H 2.52 -3.11 6.67 0.03
H 1.29 -2.54 5.54 0.00
H 2.40 -1.39 6.28 0.03
H 3.33 -5.15 4.30 0.03
H 3.96 -4.48 2.79 0.03
H 2.24 -4.37 3.15 0.00
H 5.28 -3.49 5.98 0.03
H 5.53 -1.77 5.69 0.03
H 6.03 -2.96 4.48 0.03
H 5.64 -0.79 3.38 0.09
H 5.60 1.01 1.67 0.10
H 3.45 1.54 0.55 0.10
N -0.37 1.14 2.39 0.05
C -0.54 1.44 3.48 -0.11
C -0.70 1.62 4.88 -0.20
C -1.29 2.76 5.43 -0.02
C -1.43 2.85 6.80 -0.07
C -0.98 1.82 7.62 -0.07
C -0.38 0.70 7.07 -0.06
C -0.24 0.59 5.70 -0.01
H -1.64 3.55 4.78 0.12
H -1.89 3.73 7.24 0.11
H -1.09 1.90 8.69 0.11
H -0.03 -0.10 7.71 0.11
H 0.22 -0.28 5.24 0.08
C -5.79 4.06 -0.39 -0.08
N -4.70 3.34 0.23 -0.06
C -4.18 2.18 -0.19 -0.91
N -4.64 1.69 -1.36 0.12
S -3.05 1.36 0.73 0.68
H -5.98 4.97 0.18 0.09
H -6.70 3.46 -0.41 0.09
H -5.54 4.36 -1.41 0.08
H -4.34 3.66 1.12 0.11
H -5.20 2.25 -1.98 0.09
H -4.15 0.91 -1.75 0.09
```


[3]
# C28H33BFINO8

2 unconnected molecules or ions with the total composition C28H33BFINO8 (ωB97M-V/def2-TZVPD, the OMol25 dataset).

## Properties
Highest occupied orbital energy: -2.649 eV
Total charge: -1

The geometry in XYZ format:
```
73
Properties=species:S:1:pos:R:3:lowdin_charge:R:1
C -6.08 -3.86 2.39 -0.12
O -6.13 -3.92 0.97 -0.19
C -4.83 -3.72 0.41 -0.24
C -4.59 -2.23 0.20 -0.18
C -3.18 -1.95 -0.42 -0.20
C -3.26 -1.04 -1.67 -0.20
C -3.89 0.34 -1.30 -0.19
C -3.15 1.55 -1.93 -0.19
C -2.89 2.72 -0.94 -0.19
C -1.41 3.18 -1.09 -0.17
C -0.88 3.87 0.22 -0.12
C 0.03 2.84 0.91 -0.14
C -0.51 2.17 1.98 0.03
C 0.25 1.19 2.62 -0.03
B -0.42 0.47 3.86 -0.63
O 0.17 0.59 5.10 0.19
O -1.58 -0.25 3.81 0.19
C 1.53 0.92 2.15 -0.04
C 2.29 -0.19 2.88 -0.34
O 3.25 0.02 3.57 0.17
N 1.81 -1.58 2.72 0.17
C 1.99 -2.05 1.40 -0.49
O 1.24 -1.80 0.48 0.15
F 3.02 -2.85 1.14 0.15
C 2.07 1.62 1.08 0.01
C 1.32 2.62 0.43 -0.01
C 1.92 3.39 -0.72 -0.24
O 1.57 4.49 -1.06 0.10
C 3.02 2.71 -1.49 -0.09
C 3.30 3.07 -2.79 -0.10
C 4.30 2.41 -3.48 -0.67
I 4.71 3.01 -5.48 0.80
C 5.02 1.38 -2.92 -0.10
C 4.76 1.02 -1.61 0.03
C 3.78 1.69 -0.93 -0.08
C 3.47 1.35 0.52 -0.22
O 4.35 0.91 1.23 0.14
H -5.20 -3.32 2.76 0.08
H -6.03 -4.87 2.81 0.09
H -6.98 -3.36 2.76 0.09
H -4.05 -4.17 1.06 0.12
H -4.78 -4.27 -0.54 0.13
H -4.65 -1.73 1.18 0.10
H -5.37 -1.79 -0.43 0.11
H -2.78 -2.94 -0.71 0.11
H -2.49 -1.51 0.31 0.10
H -2.28 -0.94 -2.15 0.10
H -3.92 -1.57 -2.38 0.11
H -3.99 0.42 -0.21 0.10
H -4.91 0.34 -1.73 0.10
H -2.23 1.17 -2.40 0.10
H -3.75 1.95 -2.76 0.11
H -3.50 3.59 -1.21 0.11
H -3.09 2.40 0.08 0.09
H -0.83 2.26 -1.24 0.11
H -1.24 3.79 -1.99 0.12
H -1.71 4.07 0.90 0.10
H -0.35 4.80 0.00 0.10
H -1.52 2.40 2.31 0.13
H 1.10 0.81 4.97 0.10
H -1.93 -0.22 2.91 0.10
H 0.80 -1.62 2.86 0.13
H 2.75 3.88 -3.27 0.10
H 5.79 0.82 -3.44 0.11
H 5.31 0.21 -1.12 0.13
C 5.11 -3.50 -1.19 -0.16
C 6.28 -2.66 -1.73 -0.62
O 5.86 -2.00 -2.82 -0.37
H 4.76 -4.23 -1.92 0.05
H 5.40 -4.05 -0.28 0.05
H 4.27 -2.85 -0.93 0.03
H 7.14 -3.37 -1.84 0.07
H 6.62 -2.04 -0.85 0.06
```


[4]
# C28H33BO2S

C28H33BO2S in the gas phase (ωB97M-V/def2-TZVPD, the OMol25 dataset).

## Properties
Highest occupied orbital energy: -7.193 eV
Relative energy (zero: lowest compared OMol25 entry of this formula, charge and spin): 51.20 kcal per mole

The geometry in XYZ format:
```
65
Properties=species:S:1:pos:R:3:lowdin_charge:R:1
C -1.47 4.17 -4.73 -0.11
C -1.77 2.81 -4.23 -0.56
C -2.79 1.97 -4.64 -0.11
C -2.82 0.72 -3.95 -0.11
C -1.74 0.58 -3.09 -0.44
B -1.95 -0.74 -0.78 -0.74
C -1.26 -0.68 -2.48 -0.27
C -1.69 -1.88 -3.19 0.02
C -0.87 -2.47 -4.12 -0.05
C 0.46 -2.06 -4.28 -0.01
C 1.00 -1.11 -3.41 -0.06
C 0.21 -0.50 -2.47 -0.06
O -1.65 0.54 -0.17 0.04
C -2.86 1.22 0.18 -0.44
C -2.84 1.52 1.67 -0.01
C -2.89 2.54 -0.55 -0.03
C -4.03 0.21 -0.27 -0.44
C -4.87 -0.29 0.89 -0.01
C -4.99 0.78 -1.29 -0.02
O -3.36 -0.90 -0.86 0.08
S -0.71 1.98 -3.12 1.13
H -2.21 4.47 -5.48 0.08
H -1.50 4.90 -3.92 0.08
H -0.47 4.20 -5.19 0.08
H -3.49 2.23 -5.43 0.11
H -3.54 -0.07 -4.12 0.13
H -2.70 -2.25 -3.01 0.14
H -1.23 -3.31 -4.71 0.12
H 1.09 -2.53 -5.04 0.12
H 2.06 -0.89 -3.45 0.12
H 0.63 0.16 -1.71 0.13
H -3.79 1.99 1.96 0.09
H -2.66 0.62 2.27 0.07
H -2.04 2.23 1.90 0.10
H -3.82 3.07 -0.31 0.10
H -2.04 3.16 -0.24 0.10
H -2.81 2.39 -1.63 0.05
H -5.39 0.55 1.37 0.09
H -5.64 -0.97 0.50 0.10
H -4.26 -0.84 1.62 0.07
H -5.50 1.65 -0.86 0.09
H -4.50 1.05 -2.23 0.07
H -5.75 0.03 -1.51 0.09
C -2.20 -2.99 0.46 -0.09
C -2.32 -2.59 1.95 -0.16
C -1.36 -1.46 2.12 -0.08
C -0.65 -1.21 0.98 -0.05
C -1.13 -2.03 -0.15 -0.22
C -0.03 -2.86 -0.81 -0.15
C 1.33 -2.58 -0.64 -0.04
C 2.33 -3.43 -1.14 -0.08
C 1.98 -4.61 -1.80 -0.09
C 0.63 -4.93 -1.96 -0.08
C -0.36 -4.06 -1.47 -0.05
H -1.87 -4.04 0.42 0.10
H -3.17 -2.92 -0.03 0.11
H -3.36 -2.34 2.21 0.09
H -2.05 -3.45 2.58 0.11
H -1.22 -0.96 3.08 0.11
H 0.20 -0.52 0.92 0.13
H 1.65 -1.67 -0.12 0.11
H 3.38 -3.16 -0.99 0.10
H 2.75 -5.27 -2.19 0.10
H 0.33 -5.85 -2.46 0.11
H -1.41 -4.31 -1.63 0.12
```


Maximum force values, unit Eh/bohr, following the record order: 0.01607; 0.02430; 0.05470; 0.07394.
E_LUMO values, unit eV, following the record order: 4.32; 0.03; 0.91; -1.29.
Gap between HOMO and LUMO values, unit eV, following the record order: 6.318; 7.269; 3.557; 5.908.